DFT (ωB97M-V with the def2-TZVPD basis set) results for a 2-piece molecular cluster, CH6OS overall.

Last column: Mulliken charge in e.
Atoms and positions in Å:
1 S 2.599 0.705 0.657  -0.28
2 H 2.190 -0.564 0.648  0.13
3 H 2.166 0.742 -0.626  0.15
4 C -1.076 -0.479 -0.238  -0.46
5 O -1.126 0.927 -0.278  -0.46
6 H -1.033 -0.833 0.809  0.27
7 H -1.849 -1.030 -0.759  0.29
8 H -0.031 -0.728 -0.439  0.08
9 H -1.841 1.261 0.227  0.28

Results
HOMO energy = -9.64 eV
max |F| = 2.5 eV Å⁻¹
energy relative to the best compared isomer or geometry (same formula, charge and spin) = 17.9 kcal/mol
Kohn-Sham gap = 0.3862 Ha
E_LUMO = 0.9 eV
calculated total energy = -515.08099 a.u.
net charge = 0